# 1
Density functional theory data (ωB97M-V/def2-TZVPD) for one molecule with the formula C2H3N3O2 at a distorted geometry.

The HOMO-LUMO gap is 10.7 eV. Its LUMO energy is 0.6146 eV. The electronic energy is -392.68695 Ha. The value obtained for the molar mass is 101.065 g/mol. The charge is 0.

```
10
Properties=species:S:1:pos:R:3:forces:R:3:lowdin_charge:R:1
N -1.43955 -0.55669 0.14916 -1.522 0.935 -0.844 0.091
N -0.15533 -0.11098 -0.15741 -0.159 -1.800 0.165 -0.099
C 0.91824 -0.98286 -0.10591 -0.644 -1.243 -0.956 -0.122
N 2.02727 -0.34389 0.00643 -0.489 -0.084 0.383 0.116
O 1.61143 1.02799 0.15920 2.861 -0.629 0.253 0.065
C 0.31975 1.16830 0.02212 0.803 -2.411 -1.295 -0.618
O -0.21026 2.18668 -0.14531 -2.476 3.362 0.380 0.169
H -2.15261 -0.24738 -0.57638 1.496 -0.427 0.884 0.129
H -1.67415 -0.01695 0.97313 -0.503 -0.263 0.304 0.093
H 0.75522 -2.12423 -0.32502 0.634 2.560 0.726 0.176
```
Forces are in eV/Å.



# 2
Density functional theory data (ωB97M-V/def2-TZVPD) for one molecule with the formula C2H3N3O2 at a distorted geometry.

The HOMO-LUMO gap is 8.3 eV. Its LUMO energy is -0.5720 eV. The electronic energy is -392.54915 Ha. The value obtained for the molar mass is 101.065 g/mol. The charge is 0.

```
10
Properties=species:S:1:pos:R:3:forces:R:3:lowdin_charge:R:1
O -2.47814 -0.28351 -0.29880 3.096 -1.783 3.396 -0.191
N -1.59604 0.89777 0.04156 1.593 -3.545 0.305 0.053
C -0.40848 0.40240 0.39914 -1.165 5.272 -2.729 -0.500
N 0.00536 -0.82709 0.47086 5.328 -4.458 -1.544 0.088
C 1.31102 -0.85974 -0.01733 -3.334 0.044 0.766 -0.098
O 1.89818 0.29846 -0.31604 -3.307 0.477 1.283 -0.002
N 0.78273 1.29104 0.27835 -0.261 1.278 -1.547 0.133
H -1.95982 -1.18808 0.23117 -2.129 3.808 -2.387 0.181
H 1.89236 -1.79135 -0.29696 -0.868 1.242 0.743 0.160
H 0.55284 2.06012 -0.49193 1.047 -2.333 1.714 0.175
```
Forces are in eV/Å.